No. 1
Formula: C11H12Cl5O3OsP
Source: the OMol25 dataset
Level of theory: ωB97M-V with the def2-TZVPD basis set

Calculated values
Spin multiplicity = 5
LUMO energy (alpha / beta) = -6.26 / -9.98 eV
Total charge = +2
Kohn-Sham gap (alpha / beta) = 9.37 / 5.63 eV
Energy = -92096.0006 eV
E_HOMO (alpha / beta) = -15.6 / -15.6 eV
⟨S²⟩ = 6.0432

XYZ file:
```
33
Properties=species:S:1:pos:R:3:forces:R:3:mulliken_spin:R:1
Os -0.6199 0.4050 0.4477 0.0 -0.2 -0.3 3.31
Cl -2.0956 -2.4048 0.8815 0.0 0.0 0.0 0.06
Cl -4.7529 -2.0281 -3.8035 -0.1 0.0 -0.1 0.11
Cl -4.1931 -3.6232 -1.1962 0.0 0.0 0.0 0.01
Cl -1.3071 1.8042 -2.1886 0.0 0.0 0.0 0.07
Cl -3.3460 0.6859 -4.3880 0.0 0.0 0.0 0.01
P 2.5519 0.0422 -0.3152 0.0 0.0 -0.1 0.01
O -1.9636 0.9541 1.8206 0.0 0.1 0.1 -0.01
O 1.0047 0.0401 -0.6205 0.1 0.0 0.2 0.07
O 0.1229 0.9761 2.3652 0.0 0.0 0.0 0.03
C -3.0067 -0.1809 -2.9720 -0.1 -0.1 0.0 0.00
C -1.0769 1.1908 2.7473 0.0 0.0 -0.1 -0.02
C 3.0826 1.6821 0.1216 -0.1 0.1 0.0 0.00
C -3.6623 -1.4220 -2.6960 0.1 0.0 0.0 0.21
C -1.8485 -0.4181 -0.8546 0.1 0.2 0.1 0.16
C 3.3647 -0.4942 -1.7958 0.0 0.0 -0.1 0.00
C 2.8956 -1.0708 1.0285 -0.1 0.0 0.1 0.01
C -1.4610 1.6582 4.0845 0.0 0.0 0.0 0.00
C -3.4078 -2.1517 -1.4931 -0.1 0.0 -0.1 0.00
C -2.1150 0.2868 -2.0471 0.1 0.0 0.1 0.00
C -2.5133 -1.6301 -0.5960 0.1 0.1 0.0 -0.02
H 2.8972 2.3598 -0.7125 0.0 0.0 0.0 0.00
H 3.9727 -1.1433 1.1874 0.0 0.0 0.0 0.00
H -2.2292 0.9966 4.4877 0.0 0.0 0.0 0.00
H 2.5372 2.0214 1.0043 0.0 0.0 0.0 0.00
H 4.1499 1.6806 0.3489 0.0 0.0 0.0 0.00
H 4.4446 -0.5131 -1.6420 0.0 0.0 0.0 0.00
H 2.5050 -2.0608 0.7895 0.0 0.0 0.0 0.00
H 3.1277 0.1974 -2.6049 0.0 0.0 0.0 0.00
H -1.9124 2.6489 3.9872 0.0 0.0 0.0 0.00
H 2.4321 -0.6960 1.9433 0.0 0.0 0.0 0.00
H -0.5965 1.7012 4.7395 0.0 0.0 0.0 0.00
H 3.0189 -1.4942 -2.0586 0.0 0.0 0.0 0.00
```
Positions in Å, forces in eV/Å.

---

No. 2
Formula: C11H12ClFIrN4O8
Source: the OMol25 dataset
Level of theory: ωB97M-V with the def2-TZVPD basis set

Calculated values
Spin multiplicity = 2
LUMO energy (alpha / beta) = -9.84 / -11.32 eV
Total charge = +2
Kohn-Sham gap (alpha / beta) = 4.36 / 2.86 eV
Energy = -51994.1118 eV
E_HOMO (alpha / beta) = -14.2 / -14.2 eV
Energy relative to the best compared isomer or geometry (same formula, charge and spin) = 1.1 kcal/mol
⟨S²⟩ = 0.7620

XYZ file:
```
38
Properties=species:S:1:pos:R:3:forces:R:3:mulliken_spin:R:1
Ir 0.1352 0.7731 0.7002 0.3 0.0 -0.2 0.45
Cl -0.9576 -0.6065 2.7375 -0.1 -0.1 -0.4 0.00
F 4.7723 -5.1047 -1.0107 0.3 -0.2 0.0 0.00
O 1.4996 -0.6953 0.3170 0.1 0.1 0.0 0.00
O -2.1393 -0.3208 3.4103 0.0 0.1 0.2 0.00
O 2.4569 -6.4359 -0.2208 0.0 -0.7 0.2 0.00
O 0.0299 -2.6479 -1.0649 -0.1 0.0 0.1 0.00
O 0.6238 0.5338 -1.2141 0.0 -0.1 0.1 0.01
O 0.0096 0.5823 2.7353 -0.1 -0.1 0.0 0.02
O -1.2570 -0.5166 1.1582 0.1 0.0 0.2 -0.01
O -0.3156 -1.8033 3.0120 0.1 0.0 0.1 0.00
N 1.2326 -4.5651 -0.6906 0.0 -0.4 0.1 0.00
N -1.1697 2.1805 0.5787 -0.3 0.3 0.1 0.30
N -2.5203 2.0400 0.5797 0.0 0.0 0.0 -0.06
N 2.2367 -2.6517 -1.5355 -0.5 0.0 0.2 0.00
C -0.9007 3.5321 0.3986 0.0 -0.1 0.0 -0.03
C 1.3871 -0.4876 -0.9316 -0.1 -0.2 -0.1 0.01
C -2.0863 4.1945 0.3069 0.0 0.1 0.0 0.10
C -4.5806 3.3922 0.4084 0.0 0.0 0.0 0.01
C 2.4405 -5.3192 -0.6114 0.0 1.3 -0.4 0.00
C 3.6006 -4.5129 -1.0572 -0.2 0.2 0.0 0.00
C 0.5155 3.9768 0.3717 0.0 0.0 0.0 0.01
C 2.0112 -1.3171 -2.0103 -0.2 0.0 -0.1 0.00
C -3.1185 3.2235 0.4243 -0.1 0.0 0.0 0.17
C 3.4854 -3.2533 -1.4904 0.0 -0.5 0.1 0.00
C 1.0749 -3.2840 -1.0888 0.5 0.5 -0.2 0.00
H 4.3343 -2.6793 -1.8336 0.0 0.0 0.0 0.00
H 1.1644 3.2226 -0.0919 0.0 0.0 0.0 0.00
H -5.0763 2.5607 -0.0930 0.0 0.0 0.0 0.01
H 2.9219 -0.8467 -2.3826 0.1 0.0 0.1 0.00
H -2.9437 1.1263 0.6890 0.0 0.0 0.0 0.00
H -2.2402 5.2522 0.1674 0.0 0.0 0.0 0.00
H -4.9454 3.4244 1.4417 0.0 0.0 0.0 0.03
H 0.8732 4.1815 1.3830 0.0 0.0 0.0 0.00
H 0.3991 -5.0554 -0.3902 0.0 0.0 0.0 0.00
H 1.2737 -1.3108 -2.8181 0.1 0.0 -0.1 0.00
H 0.6229 4.8863 -0.2162 0.0 0.0 0.0 0.00
H -4.8502 4.3313 -0.0684 0.0 0.0 0.0 0.00
```
Positions in Å, forces in eV/Å.

---

No. 3
Formula: C11H12ClNO2Os
Source: the OMol25 dataset
Level of theory: ωB97M-V with the def2-TZVPD basis set

Calculated values
Spin multiplicity = 5
LUMO energy (alpha / beta) = -8.34 / -11.56 eV
Total charge = +2
Kohn-Sham gap (alpha / beta) = 6.35 / 5.83 eV
Energy = -32153.3688 eV
E_HOMO (alpha / beta) = -14.7 / -17.4 eV
⟨S²⟩ = 6.0198

XYZ file:
```
28
Properties=species:S:1:pos:R:3:forces:R:3:mulliken_spin:R:1
Os 0.0363 -0.3883 -0.4862 -1.5 -1.9 -4.6 2.08
Cl 2.9741 -4.0845 -0.2228 0.0 0.0 -0.1 1.01
O -2.2589 -1.0522 1.5136 5.2 1.1 -5.2 0.07
O 2.5145 -1.1366 1.1776 -4.2 1.1 -3.0 0.09
N -0.0638 0.9055 1.2374 0.1 3.3 2.3 0.07
C 1.0288 -0.6466 -2.5948 -0.7 -0.3 0.5 -0.02
C -0.6258 1.9375 3.5125 -1.5 0.4 3.3 0.00
C -1.3935 -0.8553 0.7088 -6.5 -2.6 6.7 0.02
C -0.2116 -2.9437 -2.7840 0.0 -0.1 0.7 0.02
C 0.6311 0.7317 -2.4708 -1.1 0.2 0.1 0.09
C -0.3380 1.3268 2.2834 0.4 -0.3 -1.6 0.05
C -0.8134 0.7686 -2.3660 1.4 0.3 -0.6 0.26
C -1.2946 -0.5866 -2.4264 1.1 -0.7 0.7 -0.11
C -0.1596 -1.4800 -2.6003 -0.2 1.4 -1.5 0.25
C 1.5801 -0.8847 0.5199 6.3 -2.0 4.7 0.03
C 0.2532 3.1480 3.8194 1.0 0.8 -0.5 0.00
H 0.0274 3.6252 4.7921 -0.1 -0.6 -0.6 0.00
H -1.4256 1.6597 -2.2962 0.1 -0.1 0.0 0.02
H -1.0834 -3.3537 -2.2641 0.1 -0.1 -0.2 0.01
H 1.2918 1.5896 -2.4982 -0.1 -0.1 0.0 0.00
H -1.6964 2.2899 3.5831 0.8 -0.7 -0.5 0.01
H -0.5065 1.2251 4.3814 -0.2 0.2 -1.1 0.00
H -0.2928 -3.2004 -3.8457 0.0 0.1 0.0 0.03
H -2.3318 -0.9056 -2.4132 0.1 0.1 0.0 0.00
H 0.1139 3.9016 3.0245 0.2 -0.2 0.4 0.00
H 2.0378 -1.0186 -2.7351 -0.1 0.1 0.0 0.01
H 0.6960 -3.4025 -2.3781 -0.1 -0.1 -0.2 0.01
H 1.3107 2.8301 3.8282 -0.4 0.3 0.0 0.00
```
Positions in Å, forces in eV/Å.

---

No. 4
Formula: C11H12CoN2P
Source: the OMol25 dataset
Level of theory: ωB97M-V with the def2-TZVPD basis set

Calculated values
Spin multiplicity = 4
LUMO energy (alpha / beta) = 3.43 / 3.39 eV
Total charge = -1
Kohn-Sham gap (alpha / beta) = 5.11 / 7.29 eV
Energy = -61495.8954 eV
E_HOMO (alpha / beta) = -1.7 / -3.9 eV
Energy relative to the best compared isomer or geometry (same formula, charge and spin) = 0.0 kcal/mol
⟨S²⟩ = 3.7963

XYZ file:
```
27
Properties=species:S:1:pos:R:3:forces:R:3:mulliken_spin:R:1
Co -0.3432 -0.0744 -1.3100 0.0 -0.7 1.7 1.87
P -1.9144 -1.4435 -0.2776 -0.5 -0.3 0.2 0.03
N 0.4206 -0.0853 0.7486 -0.6 0.2 -1.4 0.30
N 1.4997 0.6154 6.0008 -0.3 0.1 -0.4 0.15
C -0.5878 -0.0388 1.6935 1.1 0.8 1.6 0.16
C 2.0068 0.3633 2.4745 0.3 -0.2 -1.3 0.09
C -1.1719 0.0676 -3.2429 0.3 0.9 -0.6 0.02
C 1.1251 0.0087 -2.9590 -0.5 0.1 -0.2 0.06
C 0.9923 0.3492 3.4513 0.0 0.0 2.9 0.29
C -0.0202 -0.7507 -3.3742 0.3 0.3 -0.1 -0.04
C 1.2401 0.5185 4.8690 0.5 -0.2 -1.0 -0.02
C -0.3193 0.1144 3.0469 -2.1 0.0 -2.0 -0.03
C 1.7057 0.1315 1.1359 -0.1 0.5 2.4 0.06
C -0.7318 1.3595 -2.7714 0.0 -0.2 -0.5 0.00
C 0.6911 1.3099 -2.5906 -0.2 0.1 -0.5 0.02
H -2.6714 -2.3613 -1.0472 -0.1 0.0 0.1 0.00
H 2.5076 0.1818 0.4071 -0.3 -0.2 -0.2 0.02
H -2.1821 -0.1725 -3.5588 0.2 0.0 0.2 0.00
H 1.3162 2.1420 -2.2714 -0.2 -0.3 -0.1 0.01
H 2.9951 0.5609 2.8381 0.6 0.0 -0.3 0.01
H -1.2124 0.1445 3.6827 0.7 0.1 0.2 0.01
H -3.0262 -0.8245 0.4519 0.4 -0.8 -0.6 0.00
H -1.6410 0.0316 1.3829 0.9 -0.1 0.2 0.00
H -1.5029 -2.3404 0.7899 -0.5 0.4 -0.7 0.01
H -1.3360 2.2564 -2.7496 0.0 -0.1 0.3 0.00
H 2.1508 -0.3244 -3.0165 0.0 -0.1 0.2 0.01
H 0.0097 -1.7393 -3.8040 0.0 -0.1 0.1 0.00
```
Positions in Å, forces in eV/Å.

---

No. 5
Formula: C11H12CrI2NO
Source: the OMol25 dataset
Level of theory: ωB97M-V with the def2-TZVPD basis set

Calculated values
Spin multiplicity = 4
LUMO energy (alpha / beta) = -9.22 / -7.94 eV
Total charge = +2
Kohn-Sham gap (alpha / beta) = 5.39 / 6.67 eV
Energy = -59746.7731 eV
E_HOMO (alpha / beta) = -14.6 / -14.6 eV
Energy relative to the best compared isomer or geometry (same formula, charge and spin) = 17.2 kcal/mol
⟨S²⟩ = 3.9268

XYZ file:
```
28
Properties=species:S:1:pos:R:3:forces:R:3:mulliken_spin:R:1
I 2.5572 -4.2851 -2.7035 0.0 0.0 0.0 0.00
I 0.8979 -2.6806 -1.3985 -0.1 0.0 0.0 0.00
Cr -0.1889 0.5179 0.6655 0.1 0.1 -0.1 3.45
O -1.6219 1.4443 -0.4198 0.1 -0.2 0.1 0.03
N -1.5840 -0.9438 0.5521 -0.1 -0.2 0.1 -0.03
C -2.4302 -3.1277 1.0259 0.0 0.0 0.0 0.00
C -2.6948 -0.6805 -0.1704 0.1 0.0 0.0 0.04
C -3.5640 -2.8544 0.2704 0.0 0.0 0.0 0.01
C -1.4653 -2.1572 1.1422 0.0 0.0 0.0 0.03
C -3.6962 -1.6140 -0.3337 -0.1 0.0 0.0 0.00
C 1.9968 0.5519 0.3777 0.0 0.1 0.0 -0.14
C 1.5846 1.8562 0.7624 0.0 0.0 0.0 -0.08
C 1.6944 -0.3447 1.4430 -0.1 0.0 0.0 -0.08
C -2.8048 0.6813 -0.7933 0.0 0.0 0.0 0.00
C 1.0049 1.7637 2.0432 0.0 0.0 0.0 -0.11
C 1.0747 0.3971 2.4668 -0.1 0.0 0.0 -0.10
H -2.8482 0.6091 -1.8803 0.0 0.0 0.0 0.00
H 1.6738 2.7529 0.1668 0.0 0.0 0.0 0.00
H -4.3405 -3.5992 0.1561 0.0 0.0 0.0 0.00
H -3.6882 1.2031 -0.4259 0.0 0.0 0.0 0.00
H 0.5588 2.5732 2.6036 0.0 0.0 0.0 0.00
H -0.5682 -2.3319 1.7193 0.0 0.0 0.0 0.00
H 1.8820 -1.4083 1.4344 0.0 0.0 0.0 0.00
H 2.4348 0.2736 -0.5703 0.0 0.0 0.0 0.00
H 0.6942 0.0089 3.4007 0.0 0.0 0.0 0.00
H -1.6638 2.3391 -0.7832 0.1 0.0 0.0 0.01
H -4.5705 -1.3693 -0.9229 0.0 0.0 0.0 0.00
H -2.2921 -4.0812 1.5149 0.0 0.0 0.0 0.00
```
Positions in Å, forces in eV/Å.

---

No. 6
Formula: C11H12GaN2O4Se
Source: the OMol25 dataset
Level of theory: ωB97M-V with the def2-TZVPD basis set

Calculated values
Spin multiplicity = 1
LUMO energy = -13.34 eV
Total charge = +3
Kohn-Sham gap = 5.83 eV
Energy = -140460.9188 eV
E_HOMO = -19.2 eV

XYZ file:
```
31
Properties=species:S:1:pos:R:3:forces:R:3:mulliken_charge:R:1
Se 0.0642 -1.4095 -0.6049 0.0 0.7 -0.6 0.09
Ga -0.0401 0.9597 -1.5766 0.3 -0.6 4.0 0.54
O -0.1015 4.6977 -2.9123 0.0 -2.5 2.0 -0.08
O -3.1404 2.2331 -1.4378 4.0 -2.5 0.3 -0.10
O 0.0665 2.5282 1.6884 -0.1 -1.0 -3.4 -0.08
O 3.0069 2.4821 -1.6322 -3.5 -2.8 0.6 -0.09
N -1.0436 -1.6250 2.0741 0.8 -0.2 -0.2 0.20
N 1.1243 -1.5944 2.0964 -0.9 -0.3 -0.1 0.20
C 2.5038 -1.5133 1.6788 0.8 -0.2 -0.2 -0.74
C 0.0260 2.1960 0.5964 0.1 0.8 3.4 0.23
C -2.4192 -1.5606 1.6122 -0.7 -0.2 -0.2 -0.73
C -2.1384 1.6714 -1.3920 -4.1 2.6 -0.4 0.43
C -0.0223 -0.0526 -3.3778 -0.2 2.3 -3.9 -0.70
C 0.0475 -1.5062 1.2595 -0.1 0.6 2.4 -0.32
C 2.0726 1.8249 -1.5103 3.6 2.8 -0.7 0.36
C 0.7121 -1.8767 3.3833 0.2 0.4 -1.0 -0.31
C -0.0686 1.3754 -3.6120 0.0 -3.0 -2.7 -0.57
C -0.6440 -1.8914 3.3748 -0.6 0.4 -1.2 -0.30
C -0.0904 3.7864 -2.2250 -0.1 2.9 -1.9 0.22
H 0.9128 -0.6004 -3.5729 -0.1 0.3 0.8 0.45
H 2.6960 -0.5855 1.1436 -0.1 0.0 0.1 0.26
H -2.5666 -2.2924 0.8063 -0.1 0.2 0.3 0.37
H -1.0181 1.8321 -3.9491 0.3 -0.2 0.7 0.49
H 0.8349 1.8919 -3.9853 -0.3 -0.3 0.7 0.50
H -1.3785 -2.0432 4.1465 0.1 -0.1 0.1 0.48
H -0.9432 -0.6408 -3.5177 0.1 0.3 0.8 0.45
H 3.1448 -1.5602 2.5584 -0.1 0.0 -0.1 0.31
H -3.0702 -1.8011 2.4583 0.1 0.0 -0.3 0.31
H -2.6833 -0.5615 1.2322 0.2 -0.3 0.3 0.25
H 2.7357 -2.3522 1.0219 0.1 0.0 0.1 0.38
H 1.4204 -2.0119 4.1751 0.1 -0.1 0.2 0.49
```
Positions in Å, forces in eV/Å.